Entry 1:
Here is a 9-piece molecular cluster, C44H122Cl4N18O8P6 overall from the Open Molecules 2025 dataset. Energies are from ωB97M-V/def2-TZVPD.

The total charge is +1. The molecular weight is 1359.2 g mol⁻¹. The value obtained for the lowest unoccupied orbital energy (spin up / spin down) is -2.3 / -6.9 eV. The value obtained for the frontier orbital gap (spin up / spin down) is 7.22 / 2.60 eV. As for the multiplicity: 2. The expectation value of S² is 0.7629.

Last column: Mulliken spin population.
Atoms and positions in Å:
Cl 8.326 -11.576 -8.641  0.000
C 9.291 -10.841 -7.198  0.000
C 10.034 -9.713 -7.843  0.000
Cl 10.660 -8.524 -6.637  0.000
H 10.063 -11.522 -6.839  0.000
H 8.695 -10.502 -6.351  0.000
H 9.454 -9.106 -8.538  0.001
H 10.899 -10.212 -8.281  0.000
Cl 4.251 -11.561 -10.113  0.003
C 4.971 -12.962 -9.373  0.000
C 5.686 -13.867 -10.329  0.000
Cl 6.112 -15.429 -9.552  0.000
H 4.165 -13.559 -8.946  0.000
H 5.774 -12.649 -8.705  0.000
H 6.585 -13.383 -10.712  0.000
H 5.011 -13.978 -11.177  0.000
O 9.629 -13.109 -4.738  0.000
P 9.064 -14.482 -4.526  0.000
N 9.954 -15.281 -3.349  0.000
C 9.880 -16.700 -3.060  0.000
C 10.818 -14.523 -2.416  0.000
N 9.186 -15.524 -5.797  0.000
C 10.418 -16.180 -6.104  0.000
C 8.362 -15.301 -7.049  0.000
N 7.453 -14.557 -4.020  0.000
C 6.696 -15.830 -3.953  0.000
C 6.613 -13.347 -4.058  0.000
H 9.492 -17.386 -3.813  0.000
H 9.181 -16.882 -2.243  0.000
H 10.881 -17.005 -2.755  0.000
H 10.605 -14.904 -1.417  0.000
H 10.602 -13.459 -2.514  0.000
H 11.884 -14.577 -2.637  0.000
H 10.284 -16.852 -6.952  0.000
H 11.115 -15.361 -6.279  0.000
H 10.997 -16.765 -5.389  0.000
H 8.315 -16.191 -7.676  0.000
H 7.295 -15.131 -6.908  0.000
H 8.767 -14.473 -7.630  0.000
H 6.636 -16.198 -4.977  0.000
H 7.278 -16.583 -3.421  0.000
H 5.823 -15.778 -3.303  0.000
H 5.621 -13.435 -3.614  0.000
H 6.458 -13.154 -5.119  0.000
H 7.167 -12.551 -3.560  0.000
O -1.351 -14.070 -11.936  0.000
P -0.331 -14.686 -12.872  0.000
N -0.814 -16.127 -13.733  0.000
C -2.305 -16.565 -13.824  0.000
C 0.095 -17.275 -13.979  0.000
N 1.232 -15.006 -12.175  0.000
C 1.432 -15.046 -10.706  0.000
C 2.460 -15.057 -12.903  0.000
N 0.093 -13.538 -14.028  0.000
C 0.483 -12.197 -13.612  0.000
C 0.392 -13.840 -15.441  0.000
H -2.636 -17.255 -13.048  0.000
H -2.520 -17.093 -14.753  0.000
H -2.872 -15.647 -13.673  0.000
H -0.419 -18.236 -14.001  0.000
H 0.767 -17.322 -13.122  0.000
H 0.769 -17.135 -14.824  0.000
H 2.434 -15.406 -10.470  0.000
H 1.133 -14.168 -10.135  0.000
H 0.888 -15.937 -10.391  0.000
H 2.326 -15.041 -13.985  0.000
H 3.092 -14.196 -12.684  0.000
H 3.084 -15.824 -12.445  0.000
H 0.410 -12.239 -12.526  0.000
H 1.498 -12.004 -13.959  0.000
H -0.231 -11.502 -14.054  0.000
H 0.544 -14.913 -15.560  0.000
H 1.209 -13.282 -15.900  0.000
H -0.421 -13.337 -15.965  0.000
O 6.124 -14.448 -16.790  0.000
P 6.795 -13.855 -15.646  0.000
N 6.944 -14.883 -14.296  0.000
C 7.954 -14.697 -13.230  0.000
C 6.025 -16.014 -14.102  0.000
N 6.048 -12.447 -15.172  0.000
C 5.976 -11.375 -16.194  0.000
C 5.228 -12.194 -14.048  0.000
N 8.382 -13.282 -15.988  0.000
C 8.841 -13.065 -17.366  0.000
C 9.058 -12.306 -15.026  0.000
H 8.143 -13.669 -12.920  0.000
H 8.987 -15.000 -13.405  0.000
H 7.514 -15.147 -12.340  0.000
H 5.413 -16.245 -14.973  0.000
H 5.361 -15.713 -13.291  0.000
H 6.469 -16.959 -13.789  0.000
H 6.522 -11.676 -17.088  0.000
H 4.923 -11.141 -16.353  0.000
H 6.536 -10.493 -15.883  0.000
H 4.953 -12.948 -13.311  0.000
H 5.851 -11.513 -13.468  0.000
H 4.320 -11.652 -14.313  0.000
H 9.924 -12.947 -17.351  0.000
H 8.516 -13.977 -17.866  0.000
H 8.441 -12.253 -17.973  0.000
H 9.868 -12.673 -14.396  0.000
H 8.366 -12.022 -14.233  0.000
H 9.528 -11.438 -15.489  0.000
O 4.715 -5.794 -12.254  -0.004
P 6.010 -5.911 -11.473  -0.044
N 6.109 -4.694 -10.290  -0.004
C 5.684 -4.826 -8.937  0.011
C 6.443 -3.271 -10.712  0.000
N 7.467 -5.877 -12.506  0.341
C 8.867 -5.606 -12.122  -0.029
C 7.273 -6.417 -13.862  -0.016
N 6.217 -7.375 -10.497  0.553
C 5.312 -8.418 -10.804  -0.006
C 7.504 -7.713 -9.845  -0.004
H 5.985 -5.798 -8.546  -0.003
H 4.626 -4.639 -8.753  0.000
H 6.259 -4.307 -8.171  0.001
H 7.436 -3.243 -11.159  0.000
H 6.330 -2.623 -9.843  0.001
H 5.783 -2.985 -11.531  0.000
H 8.850 -5.229 -11.099  0.002
H 9.361 -6.569 -12.254  0.021
H 9.370 -4.867 -12.745  0.020
H 7.512 -7.473 -13.735  0.018
H 6.207 -6.315 -14.066  0.002
H 7.891 -5.994 -14.654  0.012
H 5.507 -8.876 -11.774  0.061
H 5.298 -9.164 -10.009  0.008
H 4.364 -7.915 -10.995  0.016
H 8.284 -7.893 -10.584  0.035
H 7.583 -8.588 -9.200  -0.005
H 7.510 -7.046 -8.982  0.006
O 3.242 -7.832 -4.600  0.000
P 3.467 -9.051 -5.441  0.000
N 4.979 -9.204 -6.134  0.001
C 5.999 -8.144 -6.212  -0.004
C 5.275 -10.359 -7.014  0.002
N 2.613 -9.045 -6.937  0.000
C 2.090 -10.251 -7.647  0.000
C 2.763 -7.848 -7.850  0.001
N 2.885 -10.514 -4.724  0.000
C 1.497 -10.687 -4.232  0.000
C 3.804 -11.397 -4.037  0.000
H 6.883 -8.561 -5.730  0.000
H 5.638 -7.241 -5.720  0.000
H 6.166 -8.065 -7.287  0.004
H 5.284 -9.980 -8.036  0.000
H 4.558 -11.165 -6.856  0.000
H 6.192 -10.877 -6.732  0.000
H 2.461 -11.156 -7.164  0.000
H 1.004 -10.207 -7.725  0.000
H 2.521 -10.371 -8.641  0.000
H 3.008 -8.167 -8.863  0.000
H 1.981 -7.088 -7.862  0.000
H 3.675 -7.289 -7.640  0.001
H 1.156 -11.722 -4.272  0.000
H 1.427 -10.215 -3.252  0.000
H 0.858 -10.128 -4.915  0.000
H 4.769 -11.272 -4.528  0.000
H 3.455 -12.425 -3.948  0.000
H 3.903 -11.019 -3.020  0.000
O 3.904 -17.649 -9.828  0.000
P 4.334 -19.078 -9.643  0.000
N 5.686 -19.452 -10.594  0.000
C 7.093 -19.196 -10.198  0.000
C 5.502 -19.490 -12.057  0.000
N 3.205 -20.294 -10.074  0.000
C 1.813 -19.936 -9.856  0.000
C 3.468 -21.652 -10.601  0.000
N 4.885 -19.499 -8.065  0.000
C 4.562 -20.735 -7.323  0.000
C 5.799 -18.523 -7.374  0.000
H 7.053 -18.195 -9.768  0.000
H 7.652 -19.170 -11.133  0.000
H 7.536 -20.055 -9.694  0.000
H 5.926 -18.680 -12.650  0.000
H 4.439 -19.329 -12.240  0.000
H 5.932 -20.424 -12.420  0.000
H 1.424 -20.698 -9.181  0.000
H 1.763 -18.899 -9.524  0.000
H 1.282 -19.909 -10.808  0.000
H 2.490 -22.113 -10.464  0.000
H 3.688 -21.726 -11.666  0.000
H 4.291 -22.119 -10.060  0.000
H 5.422 -21.385 -7.159  0.000
H 4.311 -20.472 -6.295  0.000
H 3.725 -21.287 -7.751  0.000
H 5.240 -17.587 -7.397  0.000
H 6.748 -18.396 -7.894  0.000
H 5.993 -18.822 -6.343  0.000
O 2.942 -13.884 -6.589  0.000
C 2.633 -15.031 -6.379  0.000
O 2.608 -15.474 -5.174  0.000
C 2.257 -16.814 -5.028  0.000
C 1.623 -17.067 -6.309  0.000
C 2.305 -16.158 -7.251  0.000
H 1.597 -16.869 -4.162  0.000
H 3.121 -17.472 -4.935  0.000
H 0.582 -16.793 -6.135  0.000
H 1.616 -18.100 -6.658  0.000
H 1.472 -15.767 -7.834  0.000
H 3.181 -16.399 -7.854  0.000

=====

Entry 2:
Here is a 13-piece molecular cluster, C44H123N9O17 overall from the Open Molecules 2025 dataset. Energies are from ωB97M-V/def2-TZVPD.

The molecular weight is 1050.5 g mol⁻¹. The value obtained for the lowest unoccupied orbital energy is 0.4 eV. The value obtained for the frontier orbital gap is 9.33 eV. As for the multiplicity: 1.

Last column: Löwdin charge in e.
Atoms and positions in Å:
C 6.529 0.636 -2.380  -0.049
C 5.770 -0.360 -1.493  -0.442
C 5.724 -1.724 -2.132  -0.246
O 5.010 -1.730 -3.327  -0.171
C 3.643 -2.070 -3.070  -0.088
N 6.291 -0.389 -0.142  0.058
H 7.569 0.326 -2.483  0.081
H 6.453 1.639 -1.946  0.057
H 6.046 0.797 -3.353  0.070
H 4.750 0.047 -1.429  0.130
H 5.299 -2.432 -1.399  0.118
H 6.745 -2.119 -2.246  0.132
H 3.166 -1.346 -2.390  0.084
H 3.567 -3.082 -2.660  0.084
H 3.113 -2.009 -4.022  0.079
H 7.279 -0.591 -0.067  0.079
H 6.087 0.482 0.328  0.010
C 5.688 1.757 2.270  -0.061
C 5.087 3.148 2.323  -0.406
C 4.293 3.464 1.089  -0.238
O 4.949 3.110 -0.093  -0.179
C 4.115 3.224 -1.206  -0.105
N 4.141 3.255 3.456  0.053
H 5.020 0.918 2.091  0.073
H 6.290 1.605 3.179  0.090
H 6.489 1.707 1.529  0.069
H 5.932 3.836 2.472  0.145
H 3.937 4.511 1.117  0.135
H 3.375 2.842 1.119  0.101
H 3.216 2.609 -1.053  0.086
H 4.640 2.904 -2.100  0.071
H 3.811 4.268 -1.364  0.099
H 4.579 2.915 4.305  0.035
H 3.956 4.238 3.668  0.082
C -1.205 -0.356 -7.440  -0.046
C -2.178 0.137 -6.381  -0.422
C -3.521 -0.530 -6.371  -0.226
O -3.949 -0.852 -7.657  -0.174
C -4.682 0.141 -8.244  -0.151
N -1.564 0.078 -5.009  0.057
H -1.552 -0.189 -8.467  0.080
H -1.109 -1.450 -7.381  0.086
H -0.234 0.133 -7.383  0.074
H -2.378 1.197 -6.591  0.137
H -4.275 0.082 -5.865  0.122
H -3.505 -1.464 -5.797  0.127
H -5.611 0.406 -7.709  0.091
H -5.047 -0.292 -9.178  0.093
H -4.168 1.087 -8.446  0.092
H -0.827 0.787 -5.108  0.042
H -1.040 -0.802 -5.100  0.042
C 0.103 4.757 4.424  -0.054
C 0.440 3.659 3.424  -0.391
C -0.805 2.830 3.193  -0.242
O -1.004 1.956 4.257  -0.146
C -2.011 1.073 3.975  -0.140
N 0.923 4.278 2.120  0.072
H -0.870 5.201 4.209  0.083
H 0.812 5.597 4.401  0.075
H 0.142 4.370 5.442  0.079
H 1.194 2.986 3.849  0.121
H -0.662 2.264 2.248  0.125
H -1.668 3.489 3.010  0.130
H -2.985 1.509 3.699  0.081
H -2.125 0.223 4.641  0.090
H -1.804 0.547 3.006  0.086
H 1.397 5.093 2.504  0.067
H 1.640 3.614 1.826  0.045
C -4.739 4.004 0.009  -0.065
C -4.512 2.881 -0.963  -0.388
C -5.659 2.797 -1.983  -0.210
O -6.813 2.219 -1.381  -0.183
C -7.885 3.116 -1.320  -0.124
N -3.208 3.197 -1.716  0.032
H -5.606 3.768 0.642  0.072
H -4.965 4.921 -0.529  0.088
H -3.943 4.077 0.749  0.074
H -4.298 1.866 -0.625  0.127
H -5.344 2.209 -2.852  0.119
H -5.831 3.820 -2.355  0.123
H -8.745 2.685 -0.810  0.088
H -8.206 3.374 -2.335  0.090
H -7.603 4.014 -0.762  0.082
H -3.329 4.125 -2.153  0.072
H -3.126 2.599 -2.548  0.074
C -5.353 -1.487 5.167  -0.052
C -6.716 -1.168 4.555  -0.417
C -6.653 -0.451 3.211  -0.259
O -5.756 0.578 3.256  -0.183
C -5.343 1.063 2.003  -0.107
N -7.443 -2.441 4.291  0.012
H -4.751 -2.139 4.527  0.084
H -5.540 -1.900 6.155  0.076
H -4.741 -0.579 5.123  0.064
H -7.358 -0.562 5.213  0.135
H -7.669 -0.091 2.977  0.129
H -6.410 -1.158 2.406  0.130
H -4.978 2.072 2.205  0.078
H -6.117 1.054 1.229  0.090
H -4.468 0.541 1.602  0.085
H -7.509 -3.031 5.117  0.065
H -8.423 -2.277 4.052  0.069
C -2.092 -1.769 -0.991  -0.048
C -0.811 -0.976 -1.091  -0.416
C 0.204 -1.331 -0.024  -0.236
O 1.219 -0.396 -0.141  -0.191
C 2.059 -0.313 0.989  -0.093
N -0.170 -1.100 -2.415  0.086
H -2.863 -1.236 -1.545  0.080
H -2.410 -1.859 0.051  0.076
H -2.052 -2.809 -1.325  0.056
H -0.966 0.092 -0.900  0.137
H 0.646 -2.321 -0.224  0.112
H -0.210 -1.375 0.990  0.126
H 2.607 -1.269 1.129  0.092
H 1.494 -0.107 1.907  0.084
H 2.844 0.407 0.762  0.070
H -0.027 -2.111 -2.440  0.044
H -0.890 -0.814 -3.078  0.036
C 2.975 2.860 6.742  -0.049
C 4.013 1.919 7.299  -0.461
C 4.424 0.860 6.305  -0.238
O 3.325 0.086 6.002  -0.174
C 3.299 -0.388 4.697  -0.115
N 5.197 2.632 7.715  0.037
H 2.687 3.552 7.538  0.083
H 2.082 2.376 6.352  0.080
H 3.379 3.417 5.897  0.055
H 3.600 1.355 8.149  0.142
H 5.145 0.178 6.767  0.134
H 4.829 1.355 5.423  0.099
H 3.019 0.370 3.959  0.074
H 2.498 -1.135 4.692  0.091
H 4.217 -0.926 4.434  0.096
H 5.763 2.017 8.291  0.076
H 4.992 3.450 8.274  0.071
C 2.533 -5.929 0.886  -0.052
C 1.279 -5.531 1.669  -0.416
C 1.682 -4.618 2.832  -0.244
O 0.625 -4.152 3.587  -0.191
C -0.040 -5.057 4.435  -0.096
N 0.292 -4.858 0.754  0.064
H 2.240 -6.280 -0.104  0.075
H 3.100 -6.731 1.352  0.079
H 3.135 -5.020 0.776  0.082
H 0.754 -6.384 2.129  0.127
H 2.099 -3.721 2.353  0.122
H 2.481 -5.123 3.398  0.134
H -0.642 -4.447 5.112  0.090
H 0.687 -5.656 4.988  0.094
H -0.789 -5.675 3.919  0.086
H 0.878 -4.382 0.061  0.053
H -0.102 -4.100 1.326  0.071
C 0.132 3.781 -1.576  -0.198
C -0.864 4.740 -0.988  -0.262
O -0.301 5.797 -0.192  -0.102
O 0.778 4.275 -2.801  -0.096
H -0.344 2.803 -1.708  0.108
H 0.998 3.544 -0.935  0.098
H -1.466 4.150 -0.282  0.093
H -1.522 5.211 -1.713  0.110
H 0.041 5.424 0.637  0.025
H 0.773 5.236 -2.716  0.086
C 1.749 0.940 -4.680  -0.244
C 3.190 1.277 -5.010  -0.234
O 3.336 1.721 -6.365  -0.073
O 0.912 2.100 -4.838  -0.095
H 1.582 0.453 -3.712  0.098
H 1.450 0.194 -5.434  0.110
H 3.926 0.493 -4.825  0.107
H 3.558 2.143 -4.416  0.114
H 2.578 2.302 -6.532  0.079
H 1.230 2.708 -4.133  0.067
C 0.523 -3.759 -4.383  -0.229
C -0.978 -3.782 -4.349  -0.296
O -1.499 -5.025 -4.630  -0.029
O 1.133 -4.326 -3.197  -0.092
H 0.871 -2.716 -4.387  0.093
H 1.016 -4.200 -5.258  0.130
H -1.173 -3.106 -5.205  0.108
H -1.354 -3.219 -3.499  0.098
H -1.995 -5.301 -3.832  0.060
H 0.700 -5.175 -3.026  0.078
C -2.263 -5.946 -1.122  -0.233
C -1.824 -7.007 -0.147  -0.262
O -2.746 -8.091 -0.060  -0.063
O -2.601 -6.470 -2.408  -0.077
H -1.433 -5.245 -1.290  0.091
H -3.037 -5.275 -0.733  0.126
H -1.721 -6.525 0.836  0.103
H -0.805 -7.411 -0.237  0.117
H -2.686 -8.542 -0.912  0.081
H -3.487 -6.837 -2.455  0.101